(1)
ORCA calculation (ωB97M-V with the def2-TZVPD basis set) on the molecule C15H22N4O2S.

Maximum force = 1.5 eV/Å
SMILES = O=C(CCC(=O)NC1CC1)Nc1nnc(C2CCCCC2)s1
Energy relative to the best compared isomer or geometry (same formula, charge and spin) = 5.4 kcal/mol
Orbital gap = 9.4 eV
E_HOMO = -8.7 eV

```
! RIJCOSX wB97M-V def2-TZVPD def2/J DEFGRID3
* xyz 0 1
H -2.821 -2.276 1.815
N -0.615 -2.184 -0.414
C 5.023 2.391 -0.483
N 1.457 -0.098 1.499
H 7.132 1.946 -0.571
C -2.471 -1.532 1.098
H -4.033 -0.085 1.525
H 3.693 1.101 1.562
H 6.237 0.843 1.455
O -2.095 0.244 -0.951
H -5.378 3.633 -0.672
C -1.965 -2.260 -0.122
N 0.362 -0.810 1.261
H 5.059 3.126 -1.289
N -4.066 1.284 -0.749
C 2.325 -0.110 0.560
C 4.790 -0.384 0.444
H 5.110 2.927 0.465
C -5.968 2.839 -0.241
C -3.178 0.323 -0.405
H -4.625 2.679 1.515
H -7.025 2.926 -0.435
H -0.385 -2.619 -1.300
H -6.267 1.963 1.787
C -5.365 1.471 -0.196
O -2.670 -2.928 -0.841
H 2.864 2.357 -0.411
C -5.520 2.271 1.072
H -1.674 -0.942 1.546
H -6.027 0.622 -0.336
H -3.762 1.923 -1.470
H 4.747 -1.123 1.246
H -4.438 -1.254 0.254
S 1.821 -1.079 -0.825
H 6.126 0.916 -1.594
C 3.690 1.652 -0.525
H 4.692 -0.912 -0.509
H 3.577 1.153 -1.491
C 6.122 0.358 0.483
C 0.354 -1.385 0.108
C -3.638 -0.639 0.674
C 6.182 1.409 -0.621
C 3.626 0.602 0.590
H 6.941 -0.354 0.366
*
```

=====

(2)
ORCA calculation (ωB97M-V with the def2-TZVPD basis set) on a cluster of 3 separate species, C5H12O2 in total.

Maximum force = 8.3 eV/Å
SMILES = C=CC(=C)C.O.O
Energy relative to the best compared isomer or geometry (same formula, charge and spin) = 110.4 kcal/mol
Orbital gap = 9.5 eV
E_HOMO = -8.9 eV

```
! RIJCOSX wB97M-V def2-TZVPD def2/J DEFGRID3
* xyz 0 1
C -0.335 0.830 -1.063
H -0.983 0.941 -1.760
O -3.261 -1.780 1.262
H 0.841 3.362 1.638
C 1.185 -0.158 0.511
C 2.503 0.054 0.451
H -4.064 -1.988 0.798
H 2.977 0.607 1.216
H -0.291 1.910 -0.769
H 0.413 2.577 0.307
O 1.063 2.557 1.010
H -1.052 -1.851 -0.674
H 0.627 0.074 1.423
C -0.111 -1.576 -1.254
H -2.979 -0.972 1.226
H 0.394 -2.429 -1.095
H 3.239 -0.419 -0.202
H -0.531 -1.438 -2.301
C 0.364 -0.300 -0.724
*
```

=====

(3)
ORCA calculation (ωB97M-V with the def2-TZVPD basis set) on a structure of composition C19H22AsNO7S2SiTi.

Maximum force = 1.4 eV/Å
Orbital gap = 7.6 eV
E_HOMO = -8.1 eV

```
! RIJCOSX wB97M-V def2-TZVPD def2/J DEFGRID3
* xyz 0 1
C -1.572 1.012 5.123
O 0.747 -2.227 0.024
C -0.818 -4.453 -4.800
H -0.822 -5.383 -5.352
H 2.414 1.868 4.961
O -1.169 0.512 -3.306
H -1.697 -3.325 -6.395
C 1.994 1.315 4.129
C 0.863 3.092 -2.062
H 1.697 2.389 -2.120
H -1.650 -1.181 -5.120
O -0.007 1.178 -0.090
C 2.769 0.942 3.076
C 0.115 0.274 3.037
H -2.564 2.350 -0.220
S -1.874 -1.002 1.623
H -2.263 2.973 -1.840
C 3.046 -0.094 0.805
As 0.160 -3.555 -0.915
C -0.250 1.352 5.192
H 0.146 1.902 6.036
C -1.290 -2.102 -4.682
H -1.444 -4.407 0.427
H 4.014 -0.469 1.136
H -2.247 1.290 5.921
H 2.596 -0.848 0.163
C -2.076 0.303 4.019
H 0.416 4.843 0.708
S -0.698 -0.574 -2.514
C -1.988 3.082 -0.790
C -0.317 -3.246 -2.779
H -3.127 0.047 3.979
Si -0.162 2.775 -0.531
C -0.329 -4.432 -3.497
C -0.792 -2.088 -3.394
H -2.286 4.078 -0.456
C -1.306 -3.300 -5.387
O -1.472 -3.762 -0.294
O -1.514 -0.821 -1.259
H 3.822 1.183 3.036
C 0.503 3.773 0.909
O 0.685 -0.516 -2.013
O 1.058 -4.891 -0.764
N 0.918 -0.089 1.990
H 0.047 -5.333 -3.029
C -1.259 -0.076 2.978
C 0.619 0.987 4.141
C 2.193 0.236 1.992
H 3.223 0.811 0.219
H 1.276 4.104 -2.048
H -0.043 3.557 1.830
Ti -0.116 -0.579 0.093
H 1.559 3.553 1.083
H 0.272 2.970 -2.971
*
```

=====

(4)
ORCA calculation (ωB97M-V with the def2-TZVPD basis set) on the molecule CH2N2P2.

Maximum force = 5.7 eV/Å
Energy relative to the best compared isomer or geometry (same formula, charge and spin) = 80.6 kcal/mol
Orbital gap (spin up / spin down) = 6.3 / 6.3 eV
E_HOMO (spin up / spin down) = -6.7 / -6.7 eV

```
! RIJCOSX wB97M-V def2-TZVPD def2/J DEFGRID3
* xyz 0 1
H -2.852 -1.784 0.227
C -2.235 -1.002 -0.081
H 3.300 0.760 0.009
P 2.381 -0.171 -0.115
N -1.564 -0.017 -0.108
P -0.249 1.357 -0.030
N 1.220 0.858 0.097
*
```

=====

(5)
ORCA calculation (ωB97M-V with the def2-TZVPD basis set) on a cluster of 3 separate species, C5H16NO2 in total.

Maximum force = 1.9 eV/Å
Energy relative to the best compared isomer or geometry (same formula, charge and spin) = 140.1 kcal/mol
Orbital gap = 4.2 eV
E_HOMO = -13.3 eV

```
! RIJCOSX wB97M-V def2-TZVPD def2/J DEFGRID3
* xyz 1 1
H -2.502 0.398 2.637
H 2.405 0.767 0.408
H 1.048 -1.631 1.754
C 0.547 -0.277 0.117
H -0.684 1.790 2.011
H 1.067 0.154 2.198
N -1.598 0.328 2.151
C 1.975 0.012 -0.250
H -0.623 -1.004 3.358
O -0.540 0.171 -6.124
H -0.033 0.618 -6.808
C 0.560 -0.664 1.672
C -0.818 -0.740 2.276
H -0.070 0.621 0.110
H 0.250 -2.407 -0.422
O 0.097 2.349 1.922
H -0.748 -0.709 -6.451
H 0.010 -1.264 -1.675
C -0.164 -1.410 -0.604
H 2.169 0.396 -1.254
H -1.348 -1.662 1.921
H -0.057 3.198 2.348
H 2.556 -0.908 -0.149
H -1.238 -1.427 -0.425
*
```

=====

(6)
ORCA calculation (ωB97M-V with the def2-TZVPD basis set) on a structure of composition C18H28AsNO4RhS2Si.

Maximum force = 2.1 eV/Å
Energy relative to the best compared isomer or geometry (same formula, charge and spin) = 0.7 kcal/mol
Orbital gap (spin up / spin down) = 9.3 / 5.6 eV
E_HOMO (spin up / spin down) = -11.7 / -11.7 eV
⟨S²⟩ = 6.0224

```
! RIJCOSX wB97M-V def2-TZVPD def2/J DEFGRID3
* xyz 1 5
H 10.022 4.600 11.752
H 6.230 8.741 10.458
H 13.467 6.271 9.787
S 7.274 7.035 12.356
S 9.927 9.617 15.134
H 9.475 7.802 10.229
C 7.322 5.478 8.666
C 7.918 10.177 16.931
H 10.962 11.774 16.713
H 5.667 5.509 6.304
H 6.082 7.051 15.589
C 8.425 9.268 16.001
H 11.757 4.077 11.829
C 7.964 13.142 16.493
H 6.138 10.647 17.960
C 10.505 7.595 9.961
O 8.194 5.980 12.862
H 8.233 14.089 17.006
H 11.063 8.509 9.875
H 10.935 10.959 18.167
C 10.976 4.648 11.291
H 8.102 4.851 10.563
H 8.361 11.582 20.018
C 5.903 8.770 16.966
H 6.289 7.077 5.854
H 10.892 4.159 10.282
O 5.969 7.049 13.003
C 6.348 7.661 8.499
As 11.433 6.522 11.217
H 6.907 12.232 19.302
C 6.705 6.451 7.894
H 8.334 13.218 19.524
O 11.194 7.081 12.796
H 6.859 12.959 16.609
H 10.981 12.695 18.177
O 7.932 8.391 12.449
Rh 9.432 7.623 13.928
H 7.393 5.669 6.046
H 7.646 4.558 8.144
H 13.651 7.718 10.779
C 10.532 11.834 17.676
H 5.772 8.435 8.012
C 7.977 12.231 19.251
C 6.516 7.919 16.061
C 13.310 6.698 10.775
C 6.596 7.854 9.878
N 7.749 8.216 15.582
H 10.638 7.082 8.953
C 6.617 9.909 17.325
C 7.164 6.842 10.613
H 4.875 8.566 17.226
H 13.795 6.008 11.492
Si 8.668 11.828 17.589
H 8.229 13.063 15.430
C 6.497 6.182 6.447
C 7.560 5.619 10.015
*
```

=====

(7)
ORCA calculation (ωB97M-V with the def2-TZVPD basis set) on a cluster of 2 separate species, CH10NSi2 in total.

Maximum force = 5.4 eV/Å
Energy relative to the best compared isomer or geometry (same formula, charge and spin) = 38.5 kcal/mol
Orbital gap = 8.6 eV
E_HOMO = -15.1 eV

```
! RIJCOSX wB97M-V def2-TZVPD def2/J DEFGRID3
* xyz 1 1
H -2.382 1.052 -1.035
Si 0.396 1.510 0.880
H 1.730 1.573 1.499
H -1.206 -0.057 -1.329
Si 0.985 -1.091 -0.667
H 1.472 0.109 -1.646
H 2.206 -1.715 -0.266
H -2.294 -0.232 -0.163
H 1.294 -0.805 1.429
H -0.082 -1.958 -1.073
H -0.375 -1.053 1.227
N -1.728 0.446 -0.548
C 0.480 -0.481 0.929
H -0.497 2.702 0.763
*
```

=====

(8)
ORCA calculation (ωB97M-V with the def2-TZVPD basis set) on a cluster of 9 separate species, C31H52N2O7 in total.

Maximum force = 4.5 eV/Å
SMILES = c1ccncc1.c1ccncc1.CC(C)=O.CC(C)=O.CC(C)=O.CC(C)=O.CC(C)=O.CC(C)=O.CC(C)=O
Orbital gap = 9.4 eV
E_HOMO = -9.1 eV

```
! RIJCOSX wB97M-V def2-TZVPD def2/J DEFGRID3
* xyz 0 1
H -3.231 -1.107 3.683
H -0.003 -2.052 -6.316
C 0.351 -5.227 -2.142
H -2.054 -1.587 -2.562
O -5.012 -4.086 1.297
H 3.105 1.977 3.305
C 0.731 1.206 1.453
C -0.753 -6.004 -4.250
C -3.092 -3.133 4.660
C -0.858 -1.572 -4.337
C -0.041 3.932 -3.401
C 3.382 3.667 -1.510
O 0.085 -0.962 -3.821
C -1.535 3.494 -3.593
H -2.249 1.609 -3.278
O -1.886 -3.243 4.441
H 4.104 4.033 -4.810
H 5.232 3.653 4.668
H 0.354 1.820 -0.544
H 6.573 3.617 3.403
H 0.376 3.365 -2.568
H -3.394 -5.880 0.758
H -0.578 -2.296 0.409
H -0.120 5.933 6.457
C 3.359 1.638 -2.612
C -0.778 -5.090 -3.106
H -0.731 1.630 -4.338
H -2.183 -4.568 0.455
H 0.546 3.670 -4.281
H -4.750 -3.754 5.768
C 3.854 4.338 -2.647
H -4.443 -4.620 4.303
H -3.550 -4.967 5.798
C -1.694 2.077 -4.091
C -2.175 -1.437 -3.635
C -4.075 -3.885 0.533
H 1.037 7.212 6.332
H 3.094 4.176 -0.602
H 0.225 3.910 5.001
C 3.957 3.571 -3.845
H -0.407 -0.615 -1.211
C 0.675 6.321 5.819
H 3.625 0.853 2.209
O 2.887 5.470 6.090
H 4.885 4.092 3.119
H -0.550 -3.386 -5.320
C 5.535 3.398 3.652
H 3.710 2.680 1.742
H 0.172 -5.941 -4.823
C 3.818 1.890 2.485
H 0.410 6.522 4.781
H -2.251 2.065 -5.027
H 3.864 1.617 -4.731
C -3.737 -1.750 4.404
H 0.130 -4.632 -1.256
N 0.781 0.193 2.361
H -0.894 -6.983 -3.791
C 0.318 0.977 0.130
C -3.157 -4.979 0.191
H 0.841 -6.187 -1.982
H -2.894 -2.118 -4.090
N 3.011 2.352 -1.538
O 5.842 1.044 3.491
C 3.841 2.204 -3.824
C -3.758 -2.484 0.045
H -3.351 -5.260 -0.844
H -3.505 -1.880 0.916
C -0.289 -1.318 0.765
O -2.497 4.155 -3.157
H 3.885 5.417 -2.680
H -1.571 -5.729 -4.916
H -4.742 -2.004 4.067
C -0.229 -0.285 -0.198
H 1.727 3.054 5.365
C 0.196 -1.040 2.022
H 0.056 4.966 -3.071
H 0.083 -1.783 2.798
H -2.602 -0.438 -3.724
C -0.791 -2.371 -5.634
O -1.733 -4.370 -3.034
H -3.870 -1.279 5.378
C 5.075 1.982 3.231
H -1.777 -2.209 -6.068
C 1.714 5.243 5.726
C -3.946 -4.173 5.164
H -3.091 -2.395 -0.812
H 3.059 0.601 -2.619
H 1.014 2.187 1.805
H 1.531 3.970 3.920
C 1.312 3.989 4.988
H 1.183 -4.632 -2.518
H -4.723 -2.059 -0.232
*
```

=====

(9)
ORCA calculation (ωB97M-V with the def2-TZVPD basis set) on the molecule C3H6NOP.

Maximum force = 5.3 eV/Å
SMILES = [O-][N+]1=PCCC1
Energy relative to the best compared isomer or geometry (same formula, charge and spin) = 64.6 kcal/mol
Orbital gap (spin up / spin down) = 8.2 / 7.9 eV
E_HOMO (spin up / spin down) = -8.7 / -8.2 eV

```
! RIJCOSX wB97M-V def2-TZVPD def2/J DEFGRID3
* xyz 0 1
H -0.692 2.135 0.502
H -1.888 -0.275 -0.306
H 0.249 -1.147 -1.217
P 1.459 1.305 0.165
O 2.492 -1.153 0.229
N 1.419 -0.354 0.138
H -0.590 1.524 -1.118
C -0.976 -0.034 0.295
H 0.002 -2.066 0.322
C -0.468 1.320 -0.148
H -1.142 -0.219 1.351
C 0.135 -1.036 -0.213
*
```

=====

(10)
ORCA calculation (ωB97M-V with the def2-TZVPD basis set) on the molecule C3H7BO2.

Maximum force = 4.6 eV/Å
SMILES = C=C(C)B(O)O
Energy relative to the best compared isomer or geometry (same formula, charge and spin) = 7.7 kcal/mol
Orbital gap = 9.6 eV
E_HOMO = -9.3 eV

```
! RIJCOSX wB97M-V def2-TZVPD def2/J DEFGRID3
* xyz 0 1
H 2.296 -0.723 0.347
O -1.952 0.970 -0.654
H 0.234 2.126 1.323
H -2.333 -1.637 -0.549
C 0.430 0.270 0.183
B -1.155 -0.027 -0.168
C 1.404 -0.748 -0.268
O -1.523 -1.395 -0.220
H 1.675 -0.472 -1.270
H 0.934 -1.709 -0.497
H 1.924 1.324 1.199
C 0.879 1.211 1.040
H -2.812 0.810 -0.466
*
```

=====

(11)
ORCA calculation (ωB97M-V with the def2-TZVPD basis set) on the ion C30H57N2 with charge +1.

Maximum force = 4.4 eV/Å
SMILES = CCCCCCCCCCCCCCCCCCn1c([C@@H](C)CCC)ccc/c1=[NH+]\CC
Orbital gap = 8.0 eV
E_HOMO = -11.6 eV

```
! RIJCOSX wB97M-V def2-TZVPD def2/J DEFGRID3
* xyz 1 1
C 4.898 -3.578 1.560
C -1.143 3.436 2.387
C -3.511 -0.147 0.860
H -3.773 1.948 -0.012
C -3.033 -0.155 -2.051
H -6.080 -2.994 3.625
C -2.310 2.703 -3.445
C 6.599 0.356 -0.803
H 7.222 2.500 -0.453
H -1.318 -1.279 -2.919
H 5.643 2.950 1.490
H -3.625 1.341 3.051
H 4.143 -2.895 1.080
C 6.742 -3.507 -0.333
H -2.883 0.810 -1.478
H 5.811 0.490 -1.599
H 2.543 4.124 0.969
H 7.203 -4.087 -1.175
H -6.755 -3.292 -2.390
H -4.892 -5.018 2.931
C -1.666 -0.976 -1.887
H 7.531 -3.233 0.431
H -3.422 -0.461 1.932
H -1.647 1.878 0.912
C 1.931 3.179 1.012
H 4.304 3.699 -0.353
H 2.302 1.697 -0.689
C -4.975 -1.841 -2.268
C -2.215 1.237 -4.047
H 6.259 -5.214 1.041
H 5.016 -4.861 -0.318
H 2.975 1.198 0.952
H -0.331 3.244 3.152
H 1.801 2.832 2.080
H -1.183 0.844 -3.795
H -1.802 -1.885 -1.242
H -4.394 0.652 -3.705
H -3.885 -3.681 2.269
C -4.164 -1.013 -1.360
C 6.728 1.649 0.110
H -3.831 3.081 2.378
C -4.911 -4.158 2.196
H -3.253 2.850 -2.846
C 5.379 2.073 0.821
C 0.519 3.358 0.306
H -1.955 4.088 2.833
H 4.372 -4.243 2.298
H -7.184 -3.151 0.130
N -5.742 -1.733 1.978
C -6.108 -2.666 -1.734
C -4.059 1.362 0.901
C -5.431 -1.740 0.594
H -0.863 -0.333 -1.418
H -2.450 -0.093 0.475
H 4.846 -2.359 -0.867
H -3.253 -0.678 -4.168
H 7.453 1.377 0.936
H 0.717 3.964 -0.634
H 6.313 -2.082 -1.942
H 5.334 -0.732 0.627
C -3.357 0.260 -3.537
H 7.095 -1.141 0.793
C -0.520 4.197 1.153
C 5.692 -4.418 0.472
H 0.035 5.114 1.521
C -3.424 2.054 2.197
C -6.321 -2.568 -0.272
C 4.251 2.584 -0.173
H -4.798 -1.900 -3.365
H -5.190 1.369 0.981
H -2.236 1.264 -5.179
C -6.064 -3.116 2.499
H 0.147 2.358 -0.045
H -5.046 -4.642 1.183
H -1.374 1.218 2.630
C 5.965 -2.215 -0.873
H -2.198 3.471 -4.265
H -4.958 -1.437 2.563
H -7.086 -3.462 2.207
C 2.809 2.072 0.249
H 7.580 0.174 -1.341
H -1.306 4.577 0.431
H 5.628 -2.938 2.129
C 6.271 -0.954 0.044
H 4.486 2.115 -1.178
N -4.390 -0.994 0.032
C -1.824 2.051 2.009
H -1.457 2.854 -2.714
H 5.051 1.216 1.465
*
```

=====

(12)
ORCA calculation (ωB97M-V with the def2-TZVPD basis set) on a structure of composition C34H32Cl2CoN4OS2.

Maximum force = 0.5 eV/Å
Energy relative to the best compared isomer or geometry (same formula, charge and spin) = 0.0 kcal/mol
Orbital gap = 7.2 eV
E_HOMO = -10.3 eV

```
! RIJCOSX wB97M-V def2-TZVPD def2/J DEFGRID3
* xyz 1 1
H -0.713 6.108 2.810
H 0.209 -6.095 -0.274
C -1.438 4.209 2.081
C -0.227 2.308 -2.631
H -1.392 0.230 7.838
C -0.789 1.210 -4.865
H 2.237 3.070 2.086
C 1.548 -5.042 -2.552
H -2.521 -0.079 -4.533
H 3.828 -4.019 -1.423
C 0.170 2.217 -1.312
H -0.457 3.284 -3.029
H 3.838 -5.776 -1.223
H 0.442 -2.115 2.433
H -2.046 0.105 -6.223
H 1.655 5.366 2.864
H 1.598 -7.029 -0.829
Cl -3.409 6.057 2.430
C -1.577 2.488 -5.167
N 0.467 1.054 -0.731
H -0.949 3.379 -5.119
N 0.633 0.229 3.036
H -1.978 2.433 -6.179
C 3.389 -4.848 -0.865
C -1.023 2.918 1.714
H 1.051 0.265 -5.565
H -2.085 0.204 3.595
C 0.639 -2.247 1.379
H 1.871 -6.024 -2.898
C 1.299 -6.117 -0.313
H 0.212 1.230 -6.784
H 0.478 -4.954 -2.748
H -1.111 -0.939 -5.171
C 1.299 -3.607 -0.492
C -1.666 -0.001 -5.207
C 1.864 -4.901 -1.059
C 0.870 4.702 2.533
O -1.425 0.687 1.104
H 2.077 -4.302 -3.155
H -2.416 2.616 -4.480
C -3.257 2.219 1.270
H 3.648 -4.727 0.188
H -0.096 -0.982 -3.324
Cl -4.407 1.023 0.800
C -0.435 5.108 2.506
C -0.038 0.234 4.251
H 1.235 -2.520 -2.357
C -0.018 -0.045 -2.792
H -4.757 3.732 1.547
C -2.825 4.483 2.006
C -1.880 0.231 5.747
C 0.483 1.182 -5.728
S 2.507 0.277 4.775
H 1.680 -6.186 0.706
C 0.381 -0.064 -1.472
C -0.998 0.230 6.831
H 1.130 2.031 -5.504
H -2.946 0.231 5.930
C 1.042 -3.463 0.870
C 0.372 0.227 6.641
C 1.072 -2.488 -1.290
C 0.846 0.236 5.335
C 0.645 -1.307 -0.717
C -0.351 1.160 -3.409
Co 0.447 0.682 1.190
H 1.167 -4.290 1.553
C -1.415 0.226 4.445
C -3.699 3.514 1.604
C -1.922 1.881 1.339
N 0.458 -1.177 0.605
H 0.269 3.103 -0.701
C 1.935 0.289 3.146
S 2.725 0.496 1.633
N 0.296 2.551 1.703
H 1.050 0.221 7.483
C 1.209 3.405 2.113
*
```